# 1
ORCA calculation (wB97M-V/def2-TZVPD) on a structure of composition C24H28BN8O3PbS5 at a distorted geometry.

```
70
Properties=species:S:1:pos:R:3:forces:R:3:mulliken_charge:R:1
Pb 0.53651 -1.57285 -0.87812 -0.409 0.142 -0.815 1.34
C -2.04893 -1.83087 -5.14732 0.769 -0.623 0.654 -1.20
C -1.92405 -1.46140 -3.78339 2.502 -1.390 -1.150 -0.39
N -0.79281 -2.01425 -3.27510 -1.061 0.064 0.082 0.09
N -0.25637 -2.78688 -4.22810 0.139 0.449 0.058 -0.08
C -0.94842 -2.68948 -5.36086 -0.382 0.306 -0.980 -0.01
B 1.07494 -3.57790 -4.08600 -1.413 0.080 1.341 0.29
N 0.92610 -4.49345 -2.80327 -0.306 -0.718 -1.303 -0.03
C 0.68614 -5.82501 -2.84338 0.672 0.859 0.082 -0.08
C 0.30208 -6.17913 -1.56590 -0.675 -2.218 -0.070 -1.19
C 0.25836 -5.04045 -0.81048 0.643 1.561 -1.017 -0.40
N 0.65433 -4.03363 -1.60466 -0.227 1.469 1.590 0.20
N 2.23728 -2.69433 -3.92610 2.431 0.341 -0.707 -0.07
C 3.42592 -2.80196 -4.62468 -0.387 1.584 1.400 -0.04
C 4.32206 -1.94284 -3.97495 -0.351 -1.456 -0.051 -1.12
C 3.63505 -1.49205 -2.81835 0.423 -0.402 -2.065 -0.37
N 2.39947 -1.91105 -2.85836 -0.950 -0.214 0.627 0.01
H -2.82381 -1.56395 -5.84019 -0.028 0.045 -0.108 0.38
H -2.42171 -0.79035 -3.15120 -0.981 0.688 0.506 0.52
H -0.48473 -3.17818 -6.24410 -0.978 0.411 0.622 0.35
H 1.24720 -4.15543 -5.07472 -0.042 -1.039 -0.724 -0.20
H 0.92470 -6.31294 -3.77769 -0.330 -0.399 0.300 0.46
H -0.00040 -7.14512 -1.20326 0.120 -0.241 -0.168 0.35
H -0.03031 -4.80396 0.19454 -0.056 -0.249 0.234 0.56
H 3.55907 -3.43473 -5.49513 -0.257 0.193 0.226 0.39
H 5.35974 -1.88542 -4.23579 0.232 0.354 0.075 0.36
H 3.95043 -0.90487 -2.01198 0.518 0.825 0.865 0.51
S 4.37346 0.15906 5.95115 0.360 -0.045 0.354 -0.30
C 3.55495 -0.06018 4.54642 0.577 -0.202 0.423 0.07
S 2.03018 0.66809 4.32292 -0.068 -0.044 -0.547 -0.06
C 1.85653 0.14073 2.67312 -1.275 -0.209 -0.683 -0.43
C 2.75755 -0.69500 2.13234 1.223 -0.076 0.235 0.35
S 2.88616 -1.33345 0.52914 0.649 -0.273 0.331 -0.47
S 4.14449 -1.03816 3.23683 -1.140 0.516 -0.289 -0.14
S 0.33480 0.37421 1.80500 0.344 1.140 0.091 0.21
O -2.94104 -2.16408 1.51710 0.751 -0.190 0.068 -0.69
N -1.99557 -1.89576 0.78885 -1.209 0.566 -0.604 1.15
O -0.89970 -2.51981 0.83185 0.335 -0.872 0.805 -0.62
O -2.09276 -0.99687 -0.07924 0.013 0.325 -0.029 -0.58
C -1.96417 4.50119 5.57037 2.200 0.176 -0.868 -1.51
C -2.01973 3.73410 4.28258 0.429 -0.294 -0.150 0.99
C -3.26972 3.42327 3.73185 1.436 0.763 0.927 -0.88
C -3.36740 2.58370 2.67531 -0.806 -1.843 -0.997 0.67
C -4.73394 2.08159 2.22390 1.187 1.203 2.127 -1.93
C -2.23350 2.05832 2.05469 -0.221 1.330 0.089 0.19
C -0.99056 2.50831 2.48768 0.239 -0.407 0.328 -0.35
C -0.84488 3.26211 3.67148 -0.439 -0.274 -0.572 -0.75
N 0.18405 2.11641 1.76225 0.102 -0.947 0.865 0.34
C 0.50378 2.85225 0.51431 1.730 1.519 1.510 1.92
C -0.09872 2.24375 -0.68378 -0.107 -0.570 -2.083 -1.01
C -0.00467 4.33181 0.73950 -0.488 -1.057 -0.273 -1.75
C 2.05500 2.79476 0.36296 0.039 -0.497 -0.326 -1.59
H -1.74127 3.79632 6.36807 0.006 0.163 0.288 0.30
H -2.89156 4.98124 5.73652 -0.841 0.678 0.414 0.41
H -1.10905 5.24121 5.47639 -1.094 -0.649 0.507 0.31
H -4.14074 3.85094 4.18034 -0.537 0.090 0.280 0.35
H -5.11781 1.37352 2.94849 -0.135 -0.151 0.150 0.36
H -4.55023 1.58807 1.33718 -0.419 -0.901 -2.174 0.41
H -5.37044 2.94745 2.20104 -0.698 0.106 -0.526 0.42
H -2.36161 1.46369 1.14978 0.234 -0.138 0.382 -0.18
H 0.18916 3.42716 4.05320 -1.023 0.096 -0.266 0.44
H -1.05383 1.78892 -0.47571 -0.177 -0.607 0.138 0.15
H 0.61917 1.52866 -1.19704 -1.077 0.684 0.585 -0.02
H -0.37574 3.02769 -1.38934 0.373 0.045 -0.345 0.33
H -1.09478 4.32152 0.80915 -0.054 -0.015 -0.263 0.48
H 0.26759 5.04352 -0.02731 0.303 -0.202 -0.530 0.44
H 0.29365 4.75773 1.67317 0.606 0.005 0.698 0.35
H 2.38607 1.73502 0.36916 -0.275 0.436 -0.101 0.22
H 2.62989 3.28191 1.13455 -0.233 0.290 0.661 0.37
H 2.42910 3.23752 -0.56770 -0.440 -0.090 -0.132 0.41
```
Positions in Å, forces in eV/Å.

Properties
**Multiplicity**: 1
**F_max**: 0.0600 hartree/bohr
**HOMO energy**: -5.0857 eV
**E**: -103506.938 eV
**Charge**: -1
**Energy above the lowest of the compared OMol25 structures with the same formula, charge and spin**: 0.00 kJ/mol


# 2
ORCA calculation (wB97M-V/def2-TZVPD) on a structure of composition C24H28Cl5HfN6SSe at a distorted geometry.

```
66
Properties=species:S:1:pos:R:3:forces:R:3:mulliken_charge:R:1
Hf -0.43938 -0.08192 -0.15458 0.924 0.383 0.368 0.57
Cl -1.33432 -2.66842 1.70396 -0.177 -0.089 -0.158 -0.05
C -0.15955 -1.69751 2.54824 0.143 0.162 -0.210 0.49
C 0.36445 -0.69889 1.75786 0.115 0.259 -0.231 0.11
C 1.30844 0.15475 2.29263 -0.016 -0.451 -0.017 -0.30
Cl 1.81387 1.36742 1.13621 -0.104 -0.035 -0.193 0.04
C 1.78272 0.01994 3.58530 0.098 0.064 0.134 -0.13
Cl 2.98348 1.05902 4.20335 -0.073 -0.003 -0.086 -0.04
C 1.22918 -1.01387 4.37383 0.009 -0.010 -0.076 0.54
Cl 1.77227 -1.22640 5.96631 -0.029 0.035 -0.040 -0.07
C 0.23990 -1.88275 3.86006 -0.037 -0.071 0.114 -0.20
Cl -0.43251 -3.12431 4.81562 0.003 0.064 -0.099 -0.07
C 4.22944 -2.84795 -2.32308 0.088 -0.100 0.031 -1.29
C 3.36973 -1.75747 -2.82189 -0.218 0.075 0.228 0.84
N 3.50881 -1.10268 -3.92304 0.318 -0.085 -0.308 -0.60
N 2.52600 -0.17521 -3.94540 -0.266 0.084 0.252 0.23
C 1.75529 -0.22000 -2.87173 0.347 -0.197 0.087 0.46
S 0.43703 0.79458 -2.48931 -0.791 -0.143 0.908 -0.36
N 2.26838 -1.23041 -2.13343 0.158 -0.016 -0.279 0.35
N 1.71280 -1.64666 -0.92039 -0.397 0.211 0.089 -0.75
H 5.01706 -3.01827 -3.05382 -0.005 -0.016 0.002 0.35
H 3.67725 -3.77984 -2.18966 -0.033 0.014 -0.025 0.35
H 4.69741 -2.57521 -1.37480 0.000 0.005 -0.007 0.36
H 2.45201 0.45825 -4.73272 0.003 0.019 -0.009 0.18
H 2.42804 -1.58625 -0.19618 -0.032 0.147 0.090 0.33
H 1.47476 -2.63570 -1.00106 -0.073 -0.041 -0.026 0.32
C -5.72242 2.12506 1.89497 -0.062 -0.026 -0.150 -0.74
C -5.94027 1.43126 0.54662 0.049 -0.085 0.178 -0.55
C -5.76622 -0.09062 0.55791 0.122 0.209 0.030 -0.67
C -4.32794 -0.61149 0.65374 -0.402 -0.045 -0.306 -1.08
N -3.66530 -0.29731 1.91671 0.300 0.125 0.081 1.78
C -2.70402 0.61549 2.14771 -0.130 -0.143 -0.069 -1.15
Se -1.92952 1.78170 0.84888 0.097 -0.356 -0.471 0.17
N -2.42758 0.66938 3.45449 0.112 -0.030 -0.226 1.36
C -1.46255 1.57716 4.08113 0.035 0.452 0.049 -1.02
C -1.97644 3.01466 4.18519 0.047 -0.115 0.085 -0.16
C -0.88134 3.96772 4.66414 0.074 -0.042 -0.140 -0.83
C 0.28486 4.09575 3.68306 -0.115 0.003 0.109 -0.67
C -3.22050 -0.26131 4.10715 -0.291 -0.200 -0.107 1.16
C -3.32642 -0.61455 5.45017 0.053 0.075 0.131 -1.10
C -4.23312 -1.60433 5.76124 0.055 0.074 0.046 -0.83
C -5.01042 -2.23586 4.77462 -0.007 -0.015 -0.161 -0.90
C -4.91019 -1.88992 3.44420 -0.093 -0.077 -0.031 -1.12
C -4.00398 -0.88077 3.12850 0.151 0.177 0.226 0.42
H -6.17410 3.11544 1.87798 0.039 0.020 0.039 0.44
H -4.66570 2.26476 2.13296 0.007 0.007 0.081 0.00
H -6.19291 1.56632 2.70652 0.015 0.009 0.022 0.28
H -5.29450 1.87801 -0.21598 -0.056 0.003 -0.057 0.26
H -6.96763 1.62012 0.23504 0.032 0.034 -0.077 0.38
H -6.17139 -0.50049 -0.36932 0.001 -0.071 0.030 0.47
H -6.35416 -0.51133 1.37653 -0.020 -0.062 -0.027 0.34
H -3.73261 -0.18664 -0.16272 -0.034 -0.026 0.102 0.36
H -4.34005 -1.69913 0.55179 0.140 0.008 0.027 0.41
H -0.54774 1.54630 3.48744 -0.052 -0.060 0.059 -0.33
H -1.24775 1.19297 5.07698 0.066 -0.128 -0.050 0.62
H -2.82542 3.04413 4.87080 -0.050 -0.022 -0.055 0.36
H -2.32897 3.34626 3.20410 -0.071 0.023 0.025 0.21
H -0.50544 3.64752 5.63897 -0.057 0.036 0.048 0.38
H -1.33445 4.94831 4.80769 -0.005 -0.014 0.057 0.40
H 0.91485 3.20178 3.67316 0.015 0.025 -0.034 0.00
H 0.91956 4.93272 3.96813 0.062 -0.025 -0.044 0.44
H -0.07748 4.28433 2.66859 0.025 0.016 -0.013 0.20
H -2.74351 -0.12738 6.22006 -0.005 -0.015 0.010 0.55
H -4.35952 -1.89913 6.79392 0.016 -0.002 0.002 0.50
H -5.70852 -3.00807 5.06701 0.003 0.002 0.014 0.51
H -5.51379 -2.37441 2.68884 -0.020 -0.002 0.028 0.53
```
Positions in Å, forces in eV/Å.

Properties
**Multiplicity**: 1
**F_max**: 0.0236 hartree/bohr
**HOMO energy**: -16.8372 eV
**E**: -174358.420 eV
**Charge**: +3
**Energy above the lowest of the compared OMol25 structures with the same formula, charge and spin**: 48.48 kJ/mol


> What is the F_max in the first record?

0.0600 hartree/bohr